i) Here is a single C5H6O2 molecule from OMol25. Energies are from ωB97M-V/def2-TZVPD.

Properties
- HOMO: -8.05 eV
- 2S+1: 1
- SMILES string: CO/C=C\C=C=O
- Frontier orbital gap: 0.3309 hartree

```
13
Properties=species:S:1:pos:R:3:nbo_charge:R:1
H 1.265 0.134 -1.805 0.18
H -1.161 1.469 -0.104 0.18
O 0.770 0.723 0.125 -0.54
H 0.060 2.147 -1.210 0.18
C 0.102 -1.333 -0.710 -0.24
O -0.130 -0.264 2.670 -0.46
C -0.115 1.796 -0.184 -0.25
H -0.005 -2.061 -1.508 0.23
H 0.093 2.596 0.525 0.20
C -0.437 -1.630 0.612 -0.60
H -0.957 -2.553 0.837 0.27
C -0.225 -0.841 1.661 0.77
C 0.739 -0.183 -0.910 0.08
```



ii) Here is a single C5H6O2 molecule from OMol25. Energies are from ωB97M-V/def2-TZVPD.

Properties
- HOMO: -10.02 eV
- 2S+1: 1
- SMILES string: C=C=C(C=O)CO
- Frontier orbital gap: 0.3890 hartree

```
13
Properties=species:S:1:pos:R:3:nbo_charge:R:1
C -0.001 -0.133 0.030 -0.25
O -1.144 -1.913 1.310 -0.70
H 1.081 2.840 -0.730 0.24
H 0.639 -0.263 -2.114 0.13
C -0.001 1.142 -0.270 0.16
H 0.319 -0.727 2.147 0.18
H -0.666 2.714 -1.431 0.24
O 1.189 -1.927 -1.133 -0.53
C 0.643 -0.850 -1.158 0.43
C 0.145 2.300 -0.841 -0.48
H -0.488 -2.530 0.964 0.47
C -0.490 -0.674 1.399 -0.07
H -1.226 0.021 1.828 0.20
```



Least stable = ii)



i) Here is a single C5H6O2 molecule from OMol25. Energies are from ωB97M-V/def2-TZVPD.

Properties
- HOMO: -9.74 eV
- 2S+1: 1
- Frontier orbital gap: 0.3766 hartree

```
13
Properties=species:S:1:pos:R:3:nbo_charge:R:1
H 0.522 -1.122 1.508 0.23
O 0.076 2.361 -0.676 -0.51
H -1.914 1.547 0.428 0.25
C 1.207 0.543 0.174 -0.06
C 0.067 1.272 -0.277 0.52
O 2.459 0.987 -0.373 -0.36
C 1.056 -0.888 0.561 -0.63
H -1.499 -0.216 0.657 0.20
H -1.815 0.507 -0.905 0.24
H 0.387 -1.234 -0.269 0.23
C -1.295 0.739 -0.051 -0.72
C 2.262 1.454 0.750 0.38
H 2.054 -1.186 0.654 0.23
```



ii) Here is a single C5H6O2 molecule from OMol25. Energies are from ωB97M-V/def2-TZVPD.

Properties
- HOMO: -9.39 eV
- 2S+1: 1
- SMILES string: O=C1CO[C@H]2C[C@@H]12
- Frontier orbital gap: 0.3783 hartree

```
13
Properties=species:S:1:pos:R:3:nbo_charge:R:1
C -0.627 1.288 0.395 -0.42
H -1.111 0.773 1.217 0.23
H 1.518 1.411 -0.264 0.24
H -0.806 -1.592 1.031 0.19
H -0.017 -2.470 -0.303 0.22
O -0.996 -0.760 -0.881 -0.49
H -0.151 0.949 -1.796 0.22
C 0.717 0.731 0.019 -0.37
C -0.521 0.554 -0.872 0.09
C 1.017 -0.661 0.361 0.56
O 2.089 -1.115 0.675 -0.53
H -0.739 2.360 0.396 0.24
C -0.252 -1.481 0.088 -0.18
```



iii) Here is a single C5H6O2 molecule from OMol25. Energies are from ωB97M-V/def2-TZVPD.

Properties
- HOMO: -9.94 eV
- 2S+1: 1
- SMILES string: O=CCC#CCO
- Frontier orbital gap: 0.3907 hartree

```
13
Properties=species:S:1:pos:R:3:nbo_charge:R:1
H -1.331 2.083 1.602 0.19
C -0.288 1.732 1.639 -0.13
O 0.604 2.698 1.120 -0.69
H -0.595 -2.609 -0.062 0.27
C -0.067 -0.598 0.341 -0.02
H -0.536 -0.619 -2.220 0.12
H 1.097 -2.233 -0.337 0.26
C -0.205 -1.636 -1.920 0.46
C -0.184 0.435 0.951 -0.03
H 0.456 2.749 0.167 0.47
O -0.079 -2.525 -2.723 -0.50
H -0.025 1.612 2.695 0.21
C 0.081 -1.829 -0.433 -0.59
```



iv) Here is a single C5H6O2 molecule from OMol25. Energies are from ωB97M-V/def2-TZVPD.

Properties
- HOMO: -8.80 eV
- 2S+1: 1
- Frontier orbital gap: 0.3528 hartree

```
13
Properties=species:S:1:pos:R:3:nbo_charge:R:1
C 0.143 -1.351 -0.157 -0.07
H 0.441 -0.131 -2.000 0.24
C -0.120 -0.134 -1.063 -0.44
C -1.639 0.131 -1.090 0.30
C -0.066 1.050 -0.093 0.06
C 0.457 0.491 1.207 -0.10
H 1.547 0.651 1.250 0.18
H 0.337 2.014 -0.407 0.21
O -1.523 1.070 -0.153 -0.46
H 1.100 -1.832 -0.397 0.18
O 0.119 -0.881 1.185 -0.52
H -0.004 0.941 2.090 0.21
H -0.656 -2.094 -0.247 0.21
```



Least stable = i)



i) Here is a 4-piece molecular cluster, C2H13NO4 overall from OMol25. Energies are from ωB97M-V/def2-TZVPD.

Properties
- HOMO: -10.03 eV
- 2S+1: 1
- SMILES string: CNCO.O.O.O
- Frontier orbital gap: 0.3847 hartree

```
20
Properties=species:S:1:pos:R:3:nbo_charge:R:1
O -1.867 0.602 1.366 -0.96
H -1.177 -1.212 1.508 0.48
N 1.320 0.546 -0.900 -0.66
H 1.776 1.332 1.030 0.19
H 0.888 -2.882 -1.375 0.48
H -0.567 -2.171 0.489 0.49
C 1.725 0.377 0.525 -0.44
H 1.950 1.247 -1.263 0.36
C -0.051 0.934 -1.010 0.07
H -0.286 1.115 -2.054 0.16
O -0.400 2.163 -0.335 -0.76
H 0.925 -1.341 -1.354 0.50
O 0.336 -2.112 -1.215 -0.98
H -0.691 0.159 -0.613 0.20
H -0.064 2.898 -0.855 0.47
H -2.767 0.262 1.302 0.47
H 2.746 -0.014 0.565 0.20
H -1.837 1.295 0.688 0.50
H 1.054 -0.301 1.044 0.23
O -0.767 -2.085 1.426 -0.99
```



ii) Here is a 5-piece molecular cluster, C2H13NO4 overall from OMol25. Energies are from ωB97M-V/def2-TZVPD.

Properties
- HOMO: -9.01 eV
- 2S+1: 1
- SMILES string: C=CN.O.O.O.O
- Frontier orbital gap: 0.3358 hartree

```
20
Properties=species:S:1:pos:R:3:nbo_charge:R:1
H -0.634 2.100 -2.453 0.46
C 1.444 -1.229 1.966 -0.01
H 0.823 -0.234 0.352 0.36
H 0.752 -1.794 0.029 0.38
H 2.206 -1.928 2.293 0.18
H -0.310 -0.195 2.445 0.18
N 1.284 -1.116 0.554 -0.87
O 2.735 -3.892 -2.344 -0.93
C 0.520 -0.793 2.821 -0.43
H -2.190 4.622 0.301 0.47
H 3.414 -4.433 -1.943 0.47
O -2.386 5.015 -0.555 -0.94
H 0.535 -0.889 3.901 0.20
O -0.139 2.040 -1.638 -0.93
H 0.701 1.861 -2.073 0.47
O -3.606 -0.463 0.261 -0.92
H -3.864 -0.335 -0.661 0.46
H 3.085 -3.000 -2.178 0.47
H -1.673 4.831 -1.138 0.47
H -2.700 -0.167 0.061 0.46
```



iii) Here is a 5-piece molecular cluster, C2H13NO4 overall from OMol25. Energies are from ωB97M-V/def2-TZVPD.

Properties
- HOMO: -8.28 eV
- 2S+1: 1
- SMILES string: C=CN.O.O.O.O
- Frontier orbital gap: 0.3231 hartree

```
20
Properties=species:S:1:pos:R:3:nbo_charge:R:1
H 2.160 -2.439 -1.597 0.37
O -2.872 -0.465 1.550 -0.99
N 2.110 -1.482 -1.267 -0.82
H -0.603 2.038 -0.589 0.47
H 1.380 -1.300 -0.584 0.39
H 1.716 0.441 -2.043 0.18
H -1.304 -1.099 1.234 0.50
C 2.028 -0.560 -2.320 0.01
C 2.221 -0.838 -3.596 -0.52
O 0.160 2.055 0.014 -0.94
H -3.662 -0.946 1.733 0.48
O -1.838 1.758 2.774 -0.97
H -0.261 -1.251 2.217 0.46
H -2.087 2.662 2.822 0.48
H 2.387 -1.898 -3.840 0.17
O -0.331 -0.915 1.329 -0.99
H 0.481 1.164 -0.147 0.48
H -1.298 1.639 1.992 0.50
H -2.750 0.245 2.227 0.51
H 2.370 -0.267 -4.496 0.21
```



iv) Here is a 5-piece molecular cluster, C2H13NO4 overall from OMol25. Energies are from ωB97M-V/def2-TZVPD.

Properties
- HOMO: -10.28 eV
- 2S+1: 1
- SMILES string: C=NC.O.O.O.O
- Frontier orbital gap: 0.4059 hartree

```
20
Properties=species:S:1:pos:R:3:nbo_charge:R:1
H -1.048 -1.794 1.838 0.49
H 0.287 -2.310 -0.907 0.49
O 0.878 1.430 2.579 -0.97
H 1.723 1.048 2.839 0.47
H 0.219 0.810 2.875 0.50
H 0.271 -1.233 1.096 0.50
O -0.355 -1.132 1.789 -0.98
O 0.727 3.376 0.173 -0.97
O 0.582 -3.093 -0.387 -1.00
H 0.014 -3.807 -0.639 0.46
C 0.559 0.224 -1.060 -0.04
H -1.703 0.734 -2.163 0.19
H -1.622 -0.925 -2.887 0.21
H -2.248 -0.691 -1.260 0.21
H 0.997 2.912 0.981 0.50
H 1.559 -0.081 -0.769 0.18
H 0.206 1.252 -0.996 0.19
H 0.677 4.313 0.325 0.47
N -0.211 -0.711 -1.444 -0.45
C -1.513 -0.323 -1.983 -0.44
```



Least stable = ii)